#a
The following is a quantum chemistry calculation of 2 unconnected molecules or ions with the total composition C7H18N2, from the OMol25 dataset.

Each line ends with the natural charge from an NBO analysis.
Positions of all 27 atoms, in Å:
C (1.99, -0.01, 1.37)  -0.53
C (1.23, -0.29, 0.29)  0.07
N (-0.14, 0.09, 0.16)  -0.67
C (-1.16, -0.97, -0.02)  0.13
C (-0.93, -1.64, -1.38)  -0.62
C (-1.12, -2.01, 1.10)  -0.63
C (-2.53, -0.27, -0.02)  -0.61
H (3.05, -0.16, 1.33)  0.20
H (1.70, 0.77, 2.06)  0.19
H (1.54, -1.02, -0.44)  0.19
H (-0.39, 0.68, 0.95)  0.37
H (-0.04, -2.27, -1.36)  0.21
H (-0.82, -0.89, -2.16)  0.22
H (-1.78, -2.27, -1.62)  0.21
H (-0.16, -2.51, 1.14)  0.22
H (-1.30, -1.54, 2.07)  0.21
H (-1.87, -2.78, 0.93)  0.21
H (-2.72, 0.20, 0.95)  0.20
H (-2.56, 0.50, -0.79)  0.21
H (-3.32, -0.99, -0.19)  0.21
C (1.84, 2.88, -0.26)  -0.41
N (1.41, 1.81, -1.14)  -0.92
H (2.59, 2.49, 0.43)  0.17
H (2.20, 3.78, -0.77)  0.18
H (0.98, 3.19, 0.35)  0.18
H (0.25, 1.53, -1.08)  0.43
H (2.06, 1.72, -1.92)  0.37

Output
- SMILES: C=CNC(C)(C)C.CN
- HOMO: -7.74 eV
- E_LUMO: 0.882 eV

#b
The following is a quantum chemistry calculation of 3 unconnected molecules or ions with the total composition C7H18N2, from the OMol25 dataset.

Each line ends with the natural charge from an NBO analysis.
Positions of all 27 atoms, in Å:
C (0.61, -0.53, 1.47)  0.47
C (-0.93, 1.25, 0.09)  -0.67
C (0.95, 0.51, 2.47)  -0.71
C (-0.46, -1.51, 1.81)  -0.73
C (1.50, -0.82, 0.39)  -0.80
C (0.11, 2.09, -0.63)  -0.62
H (-1.06, 1.56, 1.12)  0.19
H (-1.91, 1.36, -0.40)  0.22
H (1.87, -1.85, 0.41)  0.28
H (1.65, 0.07, 3.19)  0.26
H (0.08, 0.85, 3.03)  0.23
H (1.45, 1.36, 2.03)  0.24
H (-1.29, -1.05, 2.35)  0.23
H (-0.03, -2.28, 2.46)  0.26
H (-0.84, -1.99, 0.90)  0.27
H (2.32, -0.12, 0.27)  0.23
H (0.70, -1.03, -0.64)  0.42
H (0.29, 1.69, -1.63)  0.23
H (-0.21, 3.13, -0.74)  0.21
H (1.07, 2.08, -0.10)  0.18
N (-0.62, -1.16, -1.47)  -0.76
C (-0.72, -0.64, -3.70)  -0.28
N (-0.05, -0.77, -2.61)  -0.24
H (-1.65, -1.20, -1.54)  0.32
H (-0.81, 0.11, -0.18)  0.28
H (-0.19, -0.43, -4.61)  0.17
H (-1.82, -0.69, -3.72)  0.13

Output
- HOMO (spin up / spin down): -6.77 / -6.77 eV
- E_LUMO (spin up / spin down): -0.735 / -0.736 eV

Sorted by energy, starting with the most stable: #a, #b.

#a
The following is a quantum chemistry calculation of a molecular structure, C7H23BrCuN7O4, from the OMol25 dataset.

Each line ends with the Löwdin spin population.
Positions of all 43 atoms, in Å:
Cu (21.52, -12.45, 6.92)  0.00
Br (23.04, -10.77, 5.54)  0.02
C (21.27, -12.51, 1.99)  0.00
O (20.61, -13.00, 2.92)  0.00
N (21.85, -11.28, 2.10)  0.00
N (21.44, -13.13, 0.80)  0.00
H (22.37, -10.87, 1.35)  0.00
H (21.85, -10.79, 2.98)  0.00
H (22.02, -12.72, 0.10)  0.00
H (21.10, -14.07, 0.75)  0.00
C (26.10, -14.12, 5.07)  0.00
O (26.25, -14.02, 6.29)  0.00
N (26.76, -15.05, 4.33)  0.00
N (25.24, -13.32, 4.36)  0.00
H (27.34, -15.72, 4.79)  0.00
H (26.67, -15.05, 3.34)  0.00
H (25.12, -13.39, 3.37)  0.00
H (24.71, -12.66, 4.90)  0.00
C (24.45, -8.14, 2.58)  0.00
O (23.77, -7.46, 3.35)  0.01
N (25.03, -7.64, 1.43)  0.00
N (24.73, -9.45, 2.81)  0.00
H (24.92, -6.66, 1.28)  0.00
H (25.54, -8.23, 0.81)  0.00
H (25.51, -9.90, 2.37)  0.00
H (24.45, -9.82, 3.69)  0.00
C (24.10, -5.39, 5.91)  0.01
C (23.54, -6.60, 6.65)  0.12
C (22.91, -6.31, 8.03)  0.02
O (23.84, -6.27, 9.08)  0.00
C (24.89, -5.32, 8.98)  0.00
N (22.62, -7.21, 5.73)  0.71
H (24.30, -5.59, 4.85)  0.00
H (25.03, -4.99, 6.31)  0.00
H (23.47, -4.50, 5.85)  0.00
H (24.41, -7.27, 6.77)  0.06
H (22.22, -7.12, 8.29)  0.00
H (22.28, -5.42, 8.08)  0.00
H (25.33, -5.22, 9.96)  0.00
H (24.52, -4.36, 8.61)  0.00
H (25.66, -5.64, 8.26)  0.00
H (22.32, -8.16, 6.03)  0.02
H (23.09, -7.48, 4.84)  0.02

Output
- HOMO (spin up / spin down): -11.77 / -11.77 eV
- 2S+1: 2
- Total charge: +1
- E_LUMO (spin up / spin down): -4.432 / -7.113 eV

#b
The following is a quantum chemistry calculation of a molecular structure, C7H23BrCuN7O4, from the OMol25 dataset.

Each line ends with the Löwdin spin population.
Positions of all 43 atoms, in Å:
Cu (-0.91, -1.92, 4.25)  0.00
Br (-0.83, -0.25, 2.19)  0.29
C (-2.93, 2.97, 4.58)  0.00
O (-2.59, 2.43, 5.61)  0.02
N (-2.69, 2.43, 3.39)  0.04
N (-3.47, 4.16, 4.48)  0.00
H (-2.05, 1.67, 3.19)  0.00
H (-2.97, 2.93, 2.56)  0.00
H (-3.63, 4.81, 5.24)  0.00
H (-3.66, 4.38, 3.52)  0.00
C (-0.73, 2.13, -1.41)  0.02
O (-0.88, 2.55, -2.51)  0.05
N (-1.30, 2.68, -0.33)  0.00
N (-0.05, 1.09, -1.06)  0.12
H (-1.49, 2.14, 0.50)  0.00
H (-1.92, 3.45, -0.54)  0.00
H (0.36, 0.43, -1.72)  0.00
H (-0.05, 0.77, -0.11)  0.00
C (3.49, -0.57, 1.56)  0.03
O (3.40, -1.14, 2.59)  0.26
N (2.52, 0.02, 0.91)  0.05
N (4.56, -0.46, 0.91)  0.02
H (2.72, 0.07, -0.08)  0.00
H (1.61, 0.00, 1.35)  0.00
H (5.47, -0.82, 1.17)  0.00
H (4.43, -0.04, 0.00)  0.00
C (0.02, -4.18, -1.30)  0.00
C (0.10, -2.64, -1.38)  0.01
C (0.27, -2.15, -2.88)  0.01
O (0.75, -0.83, -2.81)  0.00
C (1.09, -0.23, -4.11)  0.00
N (-1.18, -2.03, -0.97)  0.07
H (1.01, -4.62, -1.32)  0.00
H (-0.54, -4.63, -2.13)  0.00
H (-0.60, -4.61, -0.52)  0.00
H (0.84, -2.15, -0.74)  0.00
H (-0.65, -2.14, -3.46)  0.00
H (1.08, -2.69, -3.36)  0.00
H (1.40, 0.80, -3.99)  0.00
H (0.25, -0.19, -4.81)  0.00
H (1.84, -0.82, -4.63)  0.00
H (-0.85, -1.50, -0.18)  0.00
H (-1.24, -1.28, -1.64)  0.00

Output
- HOMO (spin up / spin down): -12.28 / -12.08 eV
- 2S+1: 2
- Total charge: +1
- E_LUMO (spin up / spin down): -5.324 / -9.357 eV

Sorted by energy, starting with the most stable: #a, #b.

#a
The following is a quantum chemistry calculation of 2 unconnected molecules or ions with the total composition C2H8N3O2, from the OMol25 dataset.

Each line ends with the natural charge from an NBO analysis.
Positions of all 15 atoms, in Å:
C (-2.14, 0.48, -0.09)  0.96
C (1.33, 0.65, 1.00)  -0.44
N (-2.14, -0.76, 0.12)  -0.32
N (0.70, 0.69, -0.31)  -0.49
N (0.86, -0.56, -1.01)  -0.67
O (-2.26, 1.58, -0.35)  -0.27
O (-1.09, -1.61, 0.28)  -0.50
H (2.41, 0.49, 0.93)  0.19
H (1.15, 1.60, 1.49)  0.23
H (0.89, -0.16, 1.59)  0.21
H (-3.02, -1.24, 0.36)  0.47
H (-0.23, -1.29, -0.25)  0.49
H (1.83, -0.91, -0.95)  0.38
H (0.63, -0.44, -1.99)  0.40
H (1.08, 1.48, -0.84)  0.37

Output
- HOMO: -13.94 eV
- Total charge: +1
- E_LUMO: -5.234 eV

#b
The following is a quantum chemistry calculation of 2 unconnected molecules or ions with the total composition C2H8N3O2, from the OMol25 dataset.

Each line ends with the natural charge from an NBO analysis.
Positions of all 15 atoms, in Å:
C (0.86, -0.56, 2.83)  0.83
C (-1.46, 1.35, -1.71)  -0.46
N (1.24, -1.90, 2.57)  -0.29
N (-0.86, 0.32, -0.72)  -0.42
N (0.43, -0.24, -1.10)  -0.54
O (0.29, 0.26, 3.38)  -0.46
O (1.58, -0.53, 1.74)  -0.44
H (-1.56, 1.10, -2.76)  0.21
H (-2.55, 1.48, -1.48)  0.26
H (-0.91, 2.25, -1.73)  0.22
H (2.09, -1.93, 3.05)  0.37
H (0.79, -0.81, -0.34)  0.46
H (1.08, 0.57, -1.14)  0.45
H (0.56, -0.92, -1.95)  0.43
H (-1.58, -0.45, -0.64)  0.39

Output
- HOMO: -14.95 eV
- Total charge: +1
- E_LUMO: -3.904 eV

#c
The following is a quantum chemistry calculation of a molecular structure, C2H8N3O2, from the OMol25 dataset.

Each line ends with the natural charge from an NBO analysis.
Positions of all 15 atoms, in Å:
C (-0.91, -1.47, 0.16)  -0.48
C (1.06, 0.83, -0.42)  0.54
N (-1.70, 0.68, 0.02)  0.24
N (-0.63, -0.04, -0.04)  -0.27
N (1.92, -0.02, -0.04)  -0.77
O (-2.84, 0.34, 0.00)  -0.32
O (0.97, 1.92, 0.27)  -0.61
H (-1.86, -1.75, -0.26)  0.25
H (-0.16, -1.95, -0.42)  0.21
H (-0.95, -1.81, 1.16)  0.24
H (0.70, 0.81, -1.47)  0.23
H (-1.56, 1.68, -0.25)  0.38
H (2.20, -0.18, 0.94)  0.42
H (2.01, -0.84, -0.59)  0.42
H (1.74, 1.82, 0.94)  0.51

Output
- HOMO: -14.90 eV
- Total charge: +1
- E_LUMO: -4.172 eV

#d
The following is a quantum chemistry calculation of 2 unconnected molecules or ions with the total composition C2H8N3O2, from the OMol25 dataset.

Each line ends with the natural charge from an NBO analysis.
Positions of all 15 atoms, in Å:
C (-0.45, -2.56, -0.19)  -0.61
C (0.52, -1.48, -0.44)  -0.31
N (-0.25, -0.35, -0.79)  -0.19
N (0.47, 4.18, 0.33)  0.05
N (-0.38, 0.73, -0.22)  0.28
O (-0.02, 3.63, 1.26)  -0.29
O (0.15, 0.85, 0.94)  -0.45
H (-0.99, -2.89, -1.07)  0.23
H (-0.04, -3.33, 0.34)  0.25
H (-1.23, -2.23, 0.51)  0.22
H (1.21, -1.38, 0.44)  0.28
H (1.01, -1.94, -1.34)  0.27
H (-0.69, -0.13, -1.75)  0.46
H (0.83, 5.19, 0.60)  0.28
H (-0.17, 1.73, 1.39)  0.55

Output
- HOMO: -13.51 eV
- Total charge: +1
- E_LUMO: -4.776 eV

Sorted by energy, starting with the most stable: #c, #a, #b, #d.

#a
The following is a quantum chemistry calculation of a molecular structure, C4H5N2, from the OMol25 dataset.

Each line ends with the natural charge from an NBO analysis.
Positions of all 11 atoms, in Å:
C (2.35, -0.67, -0.05)  0.60
C (2.52, 0.61, 0.10)  -0.32
C (0.87, 0.71, 0.02)  0.10
C (-0.98, -0.91, 0.04)  -0.45
N (1.27, -1.41, -0.09)  -0.27
N (0.36, -0.49, 0.00)  -0.07
H (3.11, 1.50, 0.07)  0.33
H (0.69, 1.54, 0.65)  0.27
H (-1.41, -0.59, -0.96)  0.25
H (-1.07, -2.02, 0.08)  0.29
H (-1.54, -0.17, 0.64)  0.26

Output
- HOMO (spin up / spin down): -15.60 / -15.60 eV
- Total charge: +1
- E_LUMO (spin up / spin down): -7.571 / -7.572 eV

#b
The following is a quantum chemistry calculation of a molecular structure, C4H5N2, from the OMol25 dataset.

Each line ends with the natural charge from an NBO analysis.
Positions of all 11 atoms, in Å:
C (-1.14, -0.84, -0.37)  0.01
C (-2.04, -0.15, 0.24)  0.36
C (-0.65, 0.91, 1.20)  0.20
C (2.25, -0.81, -1.51)  -0.10
N (-0.20, -0.03, 0.34)  -0.33
N (-1.96, 0.81, 1.23)  -0.54
H (0.11, 1.49, 1.58)  0.25
H (1.77, -0.30, -0.66)  0.21
H (3.10, -1.56, -1.61)  0.25
H (1.48, -0.51, -2.31)  0.21
H (-2.72, 1.00, 1.86)  0.48

Output
- HOMO (spin up / spin down): -14.74 / -12.83 eV
- Total charge: +1
- E_LUMO (spin up / spin down): -6.276 / -8.439 eV

#c
The following is a quantum chemistry calculation of a gas-phase ion, C4H5N2 (charge +1), from the OMol25 dataset.

Each line ends with the natural charge from an NBO analysis.
Positions of all 11 atoms, in Å:
C (2.30, 0.81, -0.11)  0.06
N (1.48, -0.10, -0.32)  -0.29
C (0.47, -0.87, -0.09)  0.24
C (-1.06, -0.96, -0.12)  -0.53
C (-1.93, 0.05, -0.13)  0.56
N (-2.73, 0.89, -0.13)  -0.51
H (3.24, 1.01, -0.64)  0.25
H (2.02, 1.31, 0.81)  0.21
H (0.98, -1.73, 0.31)  0.24
H (-1.59, -1.90, -0.14)  0.30
H (-3.17, 1.49, 0.57)  0.46

Output
- SMILES: C=N/C=C\C#[NH+]
- HOMO: -13.92 eV
- Total charge: +1
- E_LUMO: -5.018 eV

Sorted by energy, starting with the most stable: #c, #a, #b.